2 unconnected molecules or ions with the total composition C12H21BNO4S, computed with wB97M-V/def2-TZVPD.

```
40
Properties=species:S:1:pos:R:3:forces:R:3
C 1.4591 -3.1118 -1.1020 -0.478 0.011 0.188
C 0.6020 -2.2347 -0.1665 0.433 -0.261 -0.125
C 1.2145 -0.8512 0.0839 0.000 -0.161 -0.235
S 0.2758 0.4224 -0.8163 -0.220 -0.251 -0.242
C -1.0910 0.9362 0.3020 -0.261 -0.174 0.089
C -2.3885 0.4870 -0.3104 0.087 0.332 -0.156
C -2.8803 1.1790 -1.4234 -0.218 -0.571 0.430
C -4.0604 0.7556 -2.0174 0.386 0.030 0.218
C -4.7329 -0.3447 -1.4995 0.002 -0.095 0.074
C -4.2475 -1.0295 -0.3900 0.233 0.345 -0.209
C -3.0619 -0.6096 0.2083 -0.214 0.061 -0.366
B 1.4832 1.8826 -1.0346 0.059 0.443 -0.122
O 1.8590 2.5876 0.0425 -0.049 -0.280 -0.048
O 1.8802 2.1407 -2.2986 0.413 -0.311 0.480
C 2.7691 1.1713 -2.8930 -0.143 -0.209 -0.501
H 2.0233 -3.8354 -0.5264 0.327 0.013 0.016
H 0.8126 -3.6821 -1.7588 -0.028 -0.099 -0.179
H 2.1288 -2.5219 -1.7198 0.139 0.030 -0.113
H 0.5382 -2.7327 0.7954 -0.278 -0.009 0.145
H -0.3952 -2.1668 -0.5896 -0.232 0.175 0.176
H 2.2040 -0.8237 -0.3636 0.216 0.148 0.062
H 1.2819 -0.5802 1.1298 -0.052 0.177 0.086
H -0.9178 0.4793 1.2708 0.196 -0.109 0.097
H -1.0501 2.0117 0.4250 0.171 0.208 -0.106
H -2.3312 2.0273 -1.8013 0.005 0.178 -0.148
H -4.4359 1.2761 -2.8825 -0.138 0.043 -0.102
H -5.6418 -0.6694 -1.9805 -0.128 -0.081 0.011
H -4.7735 -1.8864 -0.0043 -0.104 -0.098 0.062
H -2.6585 -1.1358 1.0590 0.020 -0.087 0.175
H 2.5817 3.1731 -0.2259 -0.081 0.337 0.224
H 2.2233 0.5064 -3.5554 -0.201 -0.039 -0.042
H 3.5022 1.7044 -3.4813 0.117 0.181 -0.031
H 3.2888 0.5684 -2.1498 0.057 0.068 0.162
C 2.0340 1.3119 4.2179 -0.017 0.069 -0.162
N 1.4833 -0.0719 4.2607 -0.017 -0.013 0.023
O 1.0016 -0.5347 3.2343 -0.015 0.121 -0.036
O 1.5452 -0.6535 5.3102 0.004 -0.045 0.055
H 1.9079 1.7047 3.2156 -0.021 -0.037 -0.012
H 1.4838 1.9006 4.9454 0.046 -0.031 0.072
H 3.0831 1.2496 4.4901 -0.017 -0.007 0.093
```
Positions in Å, forces in eV/Å.

Its charge is +1. Its HOMO energy is -12.3 eV. The orbital gap comes out at 9.128 eV.